79
Properties=species:S:1:pos:R:3:forces:R:3 method="wB97M-V/def2-TZVPD" gap_ev="6.0752 / 7.0295" total_charge=+1 e_homo_ev="-10.3 / -10.3" s_squared=2.07 spin_multiplicity=3
H -0.3575 2.4631 -2.1354 0.0 -0.3 0.2
H 3.7313 -3.9150 5.6000 -0.1 0.0 -0.3
C 1.5251 3.7396 0.5157 -0.4 0.5 -0.6
H -2.4185 -1.2460 -1.1184 0.4 0.4 0.4
C -2.4506 1.2798 -5.0721 0.0 -0.1 -0.2
C 1.7746 -0.0955 -1.1727 -0.4 -0.7 0.7
C 1.0929 2.1646 2.5189 1.2 0.7 1.1
H 2.1804 3.8050 -0.3591 -0.2 -0.1 0.1
H 3.8941 -1.0634 2.4616 0.2 0.3 0.1
H 0.4840 3.8089 0.1780 0.3 0.0 0.0
H -0.0015 3.1690 4.0497 0.0 -0.1 -0.2
H -0.9658 2.0084 3.1317 0.1 0.2 0.0
C -0.2375 1.4244 -1.7763 0.3 0.1 -0.7
C 4.1090 1.8847 0.2682 0.3 -0.1 -0.3
Se 0.5012 -1.6053 2.3698 0.1 -0.1 -0.4
H 1.6094 -2.0827 -0.4102 -0.2 0.7 -0.2
C 3.1348 -4.0091 4.6924 -0.2 0.0 -0.4
H -4.6504 2.5757 -3.5699 -0.3 0.0 0.1
H 2.0802 -6.3369 2.4329 0.1 0.0 0.1
H 3.7757 2.3742 -0.6545 0.1 -0.2 0.2
H -3.8430 -1.4691 -2.8178 0.0 0.5 -0.3
C 3.0003 1.7395 1.2545 0.2 0.9 1.3
H 2.5160 0.6187 5.1575 -0.1 0.2 0.1
H -6.7451 0.1197 -1.0031 -0.1 -0.2 -0.1
H -6.0104 2.5755 -2.4159 0.1 0.0 -0.3
C 4.1409 -0.0351 2.7753 0.3 -0.6 -0.1
H -1.4571 1.5740 -5.4406 -0.3 0.0 0.0
C -0.1676 2.7597 3.0456 -0.4 0.0 0.0
C 1.7384 -2.9869 2.9844 0.4 -0.5 0.1
H 0.8195 1.1873 5.0674 0.2 0.0 0.0
H -0.3749 -2.6427 -1.4753 0.1 0.1 0.1
H 3.3258 -6.1685 4.5912 0.0 0.2 -0.1
C 1.7993 2.5238 1.3264 0.9 0.9 0.8
H -0.9191 2.2787 0.1245 -0.1 -0.5 0.1
H -0.8219 0.7925 -2.4928 0.5 0.8 1.1
V 1.3221 0.4800 1.3860 -3.7 -5.1 -4.4
C 2.9286 -5.2710 4.1227 -0.2 0.3 -0.3
H 2.7394 -1.8787 4.5486 -0.2 -0.5 0.0
P -4.5930 0.6873 -1.9707 -0.5 -0.5 -0.8
H 4.9241 2.4990 0.6804 -0.3 -0.1 0.0
H -6.0438 1.4534 -3.8095 0.2 0.2 0.1
C -3.8811 -0.4524 -3.2648 -0.3 0.1 -0.5
H 5.0728 0.2601 2.2818 -0.1 -0.1 0.2
H -6.6715 -0.3733 -2.7275 0.1 -0.1 0.2
C 3.0534 0.9094 2.4238 0.2 1.3 0.8
H -2.9457 2.1619 -4.6538 0.2 -0.2 -0.1
H -0.4620 -1.1616 -2.3814 0.3 0.0 0.4
H -4.5364 -0.4811 -4.1665 0.1 -0.2 0.6
H -3.0399 0.8503 -5.8917 0.0 0.4 0.0
C 1.0752 -1.2371 -0.8783 1.1 0.4 -0.1
C 1.2499 1.0561 -1.9706 -0.2 0.6 -0.4
H -1.6310 -1.8713 0.3060 0.1 0.2 -0.1
C -1.5040 -1.1317 -0.4956 -0.2 -0.6 0.0
C 2.2099 -5.3799 2.9232 0.2 0.5 0.2
H 1.0774 -4.2979 1.4183 0.0 -0.2 0.3
C 2.5540 -2.8644 4.1161 0.0 -0.1 0.0
H -0.5177 3.5760 2.4067 0.0 -0.2 0.1
H -1.9589 0.3230 1.0716 0.2 0.1 -0.2
H 4.5440 0.9059 0.0278 0.0 0.3 -0.1
C -0.8193 1.3234 -0.4060 -0.3 -0.3 0.7
H 2.8439 -0.0508 -0.9530 -0.2 -0.3 0.0
H -5.8359 -1.3506 -1.4741 -0.2 0.2 0.0
H -0.8070 -1.3981 -5.2271 -0.3 -0.2 0.0
C -6.1225 -0.3378 -1.7795 0.1 0.2 0.5
C -1.4220 0.2258 0.1239 0.4 0.8 0.0
C -0.3082 -1.5537 -1.3642 -0.2 -0.4 -0.5
H 1.7186 4.6546 1.0984 0.0 -0.4 0.0
H -1.9798 -2.3815 -4.2814 0.1 0.2 -0.2
C 1.8914 1.1936 3.2225 1.0 1.3 0.1
C 1.6394 -4.2459 2.3513 -0.2 0.7 0.2
H 1.8643 1.9558 -1.8249 0.0 -0.4 0.1
C -5.3944 1.9446 -3.0727 0.2 0.1 0.3
P -2.1948 -0.0189 -3.8208 -0.3 -0.5 0.1
C 1.6034 0.6231 4.5573 -0.2 -0.6 0.5
H 4.3086 -0.0590 3.8573 0.0 0.0 -0.2
C -1.8421 -1.4647 -4.8680 -0.1 0.1 -0.4
H -2.5449 -1.4334 -5.7106 0.2 -0.4 0.0
H 1.3671 0.8170 -3.0426 0.1 0.0 0.2
H 1.2568 -0.4160 4.4798 0.1 0.5 0.3



96
Properties=species:S:1:pos:R:3:forces:R:3 method="wB97M-V/def2-TZVPD" gap_ev="5.0846 / 5.0864" total_charge=+4 e_homo_ev="-20.3 / -20.3"
H 1.7469 3.3747 -1.9043 -0.5 -0.1 -0.3
H -0.2235 -2.5100 -5.0727 0.0 0.1 0.0
O -0.2343 -4.9979 -0.5911 1.4 3.7 -0.4
H -0.2755 1.1369 -5.2877 -0.2 -0.2 0.1
H -4.1855 4.4566 1.3350 0.4 -0.8 0.4
H 2.4862 3.7576 3.4051 -0.1 -0.9 -0.1
H 5.0658 1.9176 3.0988 -0.2 0.7 -0.2
H -0.5693 4.6934 -4.5264 -0.4 -0.9 0.2
H -2.2367 -6.1194 -1.2085 -0.2 -0.1 0.0
C -2.0519 1.6859 1.1485 -1.0 1.3 0.4
C -2.8936 3.2060 -0.6042 -0.7 0.2 -1.5
C 0.8875 3.8156 -2.4462 1.0 0.9 0.9
H 5.1964 0.6774 1.4073 0.2 -0.1 -0.1
H -3.1753 4.2544 -0.8388 0.3 -0.6 0.0
H -3.4577 -7.1912 2.2440 0.6 -0.1 -0.3
P -0.2644 -5.9507 0.6142 0.5 -3.5 0.9
S 2.3607 -2.8722 -0.4605 -1.0 0.6 0.0
C 0.1993 1.5909 -3.2587 0.0 0.1 -0.4
C -0.9041 -1.6530 -5.0866 0.2 1.0 -0.5
N 1.7898 -0.3322 0.2199 -0.4 0.3 0.1
O -2.0270 -3.5217 0.5585 2.7 1.4 -0.7
H -2.8928 1.7261 3.1209 0.2 -0.3 -0.1
H -3.1380 -0.6702 4.4239 0.8 0.0 -0.2
C 2.3829 2.7139 3.0202 -0.8 0.0 1.0
H 2.4681 2.4988 -4.3383 -0.1 0.1 0.0
C -0.3090 -1.0178 -2.7065 -0.3 0.8 -0.5
C -0.4834 -0.6068 -4.0618 0.0 -0.9 0.2
O 0.2715 -7.3007 0.4521 0.2 0.6 -0.2
H 3.7508 3.7086 0.0041 -0.3 -0.2 0.5
B 0.3576 -0.4067 -0.3342 0.4 1.8 0.0
H -4.6030 2.7259 1.5849 0.3 0.4 0.0
C -2.3761 -7.1390 1.9973 0.2 -0.6 1.1
H -1.7274 -1.7484 4.1754 -0.1 0.0 0.1
C -2.0645 -0.7158 4.1322 -0.5 0.6 -0.1
C 3.1404 1.1807 1.1958 1.0 1.7 1.1
C 0.4437 3.0220 -3.6470 0.6 -0.1 0.4
Nb -0.0306 -2.9292 0.0321 -3.6 -6.2 0.9
C -1.4864 4.1503 1.1475 1.0 1.1 0.1
N 0.4142 1.1698 -2.0390 0.1 -0.8 0.2
P -2.8902 -4.6099 1.2799 -1.9 2.1 1.4
C 2.7643 -1.2672 0.1291 -0.5 0.3 -0.2
S 0.0888 -2.0363 2.3068 -0.3 0.6 -1.6
N 0.1309 -0.1454 -1.7977 0.3 0.4 -0.1
H 6.0022 -1.6394 1.0843 0.0 -0.1 -0.2
C -2.5536 3.1111 0.8474 -0.4 -0.2 0.2
H -1.8608 -6.7539 2.8917 -0.2 -0.3 -0.1
C 3.3448 2.5455 1.8637 0.3 0.2 -0.2
C -0.8285 3.6581 -4.1823 -0.4 0.5 -0.5
C -1.8722 -0.1208 2.7520 0.7 -0.6 0.6
O -2.8177 -4.0999 2.8150 -0.4 -0.9 -0.6
N -2.6993 -6.5595 -0.4041 0.0 -0.1 0.0
S -0.8330 -2.5843 -2.2263 0.3 0.3 1.1
H -1.8468 5.1749 0.8219 0.3 -1.3 0.3
N -1.4396 1.0162 0.2246 0.9 -0.5 -0.7
H 1.3261 2.5812 2.7148 0.5 0.1 0.0
C -2.3161 1.1243 2.4172 -0.2 0.1 0.4
C 4.7750 2.7303 2.3927 0.6 -0.4 -0.1
H -0.5474 3.9457 0.5976 -0.4 0.1 0.2
H -3.7165 -4.2060 3.2307 1.0 0.0 -0.4
N -0.7801 -0.1019 0.6152 0.3 -0.4 -0.1
H -3.7760 2.5909 -0.8588 0.4 0.1 0.0
H -2.6239 -7.5787 -0.5229 -0.2 0.1 0.0
H -3.6969 -6.2218 -0.3336 0.3 -0.3 -0.2
H 5.5479 2.7592 1.5928 -0.5 0.0 0.3
H 2.0214 3.4651 0.4156 0.5 0.3 0.3
H 3.0360 4.6425 1.3428 0.0 -0.8 -0.3
C -0.2159 0.7127 -4.2901 -0.1 -0.4 -0.4
H 1.8498 4.0695 -4.9180 -0.2 -0.9 0.1
H -1.2468 4.2510 2.2211 -0.1 -0.2 -0.4
C 5.1323 -1.9993 0.5311 0.2 0.1 0.0
N 1.9342 0.8619 0.8339 -0.9 -1.1 -0.9
H -1.2567 3.0996 -5.0358 0.1 0.4 0.3
H 1.3504 -5.5388 1.9868 -0.4 0.0 0.2
H 1.2856 2.5362 -5.6559 0.0 0.2 0.2
C 1.5691 3.0066 -4.7054 0.3 0.8 -0.3
H -1.9252 -2.0146 -4.9109 0.2 0.2 0.0
O -4.2881 -4.7729 0.8576 0.2 -0.1 -0.5
H 2.5830 1.9872 3.8401 0.0 0.6 -0.4
C 4.2438 0.3368 1.0400 -0.2 -1.3 -0.5
H -3.5254 3.5680 2.7599 -0.3 0.2 -0.6
H 0.0818 4.0018 -1.7186 0.2 -0.2 -0.3
H 5.4452 -2.2921 -0.4848 -0.1 0.2 0.3
C 4.0691 -0.9412 0.5316 0.4 -0.1 0.3
H -0.8586 -1.2020 -6.1005 -0.1 -0.4 0.6
C -2.0635 -6.1553 0.9053 0.5 0.6 0.5
C -3.7893 3.4714 1.6861 -0.5 0.1 0.3
H -1.4791 -0.0966 4.8444 -0.4 -0.4 -0.3
H 4.7512 -2.8913 1.0413 0.2 0.1 -0.1
H 4.8210 3.7008 2.9035 0.1 -0.4 0.0
H -1.5765 3.7331 -3.3735 0.2 0.0 -0.5
C 3.0317 3.6416 0.8488 -0.4 0.8 -1.0
O 0.4709 -5.1307 1.8219 -0.4 0.7 -0.8
C -0.9641 -0.7028 1.8248 0.4 0.2 0.7
H -2.0461 2.8950 -1.2398 -0.4 0.3 0.2
H -1.9426 -8.1350 1.8042 -0.3 0.4 -0.1
H 1.2682 4.7994 -2.7648 -0.4 -0.3 0.0



no.,energy (eV)
1,-140423.523
2,-106828.751